Entry 1:
Below is a cluster of 2 separate species, C20H25N3O2S in total at a distorted geometry, with properties calculated with wB97M-V/def2-TZVPD.

CARTESIAN COORDINATES (ANGSTROEM)
C -5.782 -2.880 -0.574
N -5.152 -1.584 -0.578
C -5.967 -0.381 -0.510
C -4.929 0.767 -0.474
C -3.609 0.085 -0.478
C -3.813 -1.316 -0.562
C -2.715 -2.197 -0.692
C -1.439 -1.649 -0.771
C -1.190 -0.266 -0.452
C 0.102 0.311 -0.233
C 1.400 -0.287 -0.264
C 2.532 0.588 -0.406
C 3.799 0.079 -0.525
C 4.014 -1.329 -0.521
N 5.344 -1.588 -0.620
C 5.987 -2.881 -0.572
C 6.162 -0.387 -0.611
C 5.122 0.764 -0.600
C 2.922 -2.216 -0.390
C 1.665 -1.695 -0.142
C -2.333 0.602 -0.406
H -5.019 -3.660 -0.588
H -6.409 -2.984 0.325
H -6.438 -2.978 -1.450
H -6.632 -0.312 -1.379
H -6.599 -0.387 0.383
H -5.070 1.411 -1.348
H -5.075 1.389 0.414
H -2.891 -3.276 -0.758
H -0.614 -2.288 -1.079
H 0.121 1.389 -0.063
H 2.380 1.667 -0.402
H 5.230 -3.666 -0.575
H 6.647 -2.987 -1.441
H 6.606 -2.961 0.332
H 6.799 -0.354 0.279
H 6.820 -0.352 -1.483
H 5.236 1.365 -1.505
H 5.298 1.424 0.254
H 3.099 -3.302 -0.455
H 0.862 -2.361 0.177
H -2.208 1.680 -0.291
C -0.439 5.096 3.224
S -0.408 4.181 1.695
N -0.396 2.641 2.140
O -1.636 4.534 0.973
O 0.853 4.553 1.054
H -0.292 6.136 2.950
H -1.407 4.968 3.717
H 0.368 4.769 3.886
H -0.904 2.126 1.395

Atomic forces in eV per Å
C -0.10 0.13 -0.02
N 0.94 -0.29 0.07
C 0.21 0.32 0.05
C -0.91 0.62 0.00
C 1.32 -0.16 -0.10
C -0.63 0.24 0.02
C 0.28 0.01 -0.20
C -0.42 0.11 0.62
C 0.39 0.00 -0.41
C -0.07 -0.70 -0.56
C -0.09 -0.28 0.48
C 0.20 -0.22 0.05
C -0.89 -0.45 0.29
C 0.16 0.55 -0.19
N -0.46 -0.56 0.00
C -0.08 0.23 -0.02
C -0.34 0.41 0.11
C 0.83 0.51 -0.15
C 0.22 -0.50 0.18
C 0.03 0.47 -0.50
C -0.67 -0.30 0.30
H -0.23 0.03 0.00
H 0.20 -0.10 -0.15
H 0.19 -0.11 0.14
H 0.09 -0.09 0.04
H 0.05 -0.11 0.00
H 0.19 -0.02 0.16
H 0.12 -0.02 -0.13
H 0.26 0.48 -0.28
H -0.26 0.13 0.29
H -0.05 -0.10 -0.11
H -0.11 -0.16 0.02
H 0.25 0.02 -0.02
H -0.14 -0.14 0.09
H -0.14 -0.08 -0.08
H -0.05 -0.14 -0.01
H -0.07 -0.07 -0.02
H -0.16 0.03 0.09
H -0.15 -0.03 -0.14
H -0.24 0.62 0.39
H 0.33 0.18 -0.28
H 0.12 -0.17 0.07
C -0.07 -0.08 0.25
S 0.05 -2.16 -0.01
N -0.29 0.51 -0.61
O 0.30 0.25 -0.09
O -0.25 0.47 -0.09
H 0.00 0.10 0.00
H 0.18 -0.06 -0.18
H -0.11 -0.04 -0.24
H 0.10 0.70 0.86

Calculated values
E   -1489.93309 Eh
Relative energy (zero: lowest compared OMol25 entry of this formula, charge and spin)   486.3 kJ/mol
LUMO energy   -1.79 eV
HOMO   -6.140 eV
Kohn-Sham gap   0.160 hartree

***

Entry 2:
Below is the molecule C20H25N3O4S at a distorted geometry, with properties calculated with wB97M-V/def2-TZVPD.

CARTESIAN COORDINATES (ANGSTROEM)
C 5.083 1.001 1.006
O 3.872 0.292 1.089
C 2.706 0.966 0.866
C 2.626 2.271 0.400
C 1.392 2.869 0.194
C 0.225 2.161 0.417
C -1.120 2.804 0.270
O -1.388 3.882 0.768
N -1.992 2.070 -0.444
C -3.408 2.328 -0.437
C -4.136 1.096 0.010
C -5.414 0.753 -0.305
S -5.836 -0.754 0.411
C -4.218 -0.821 1.093
C -3.779 -1.975 1.912
N -3.491 0.191 0.796
C 0.296 0.855 0.897
C 1.519 0.251 1.135
O 1.626 -0.965 1.776
C 1.468 -2.196 1.090
C 0.020 -2.477 0.634
C -0.118 -2.432 -0.889
N 0.691 -1.376 -1.455
C 0.101 -0.310 -2.028
C 1.003 0.693 -2.706
O -1.116 -0.174 -2.018
C 2.119 -1.549 -1.310
C 2.451 -2.394 -0.074
H 5.093 1.861 1.681
H 5.285 1.339 -0.017
H 5.857 0.297 1.308
H 3.522 2.840 0.208
H 1.337 3.893 -0.142
H -1.704 1.203 -0.886
H -3.580 3.158 0.258
H -3.763 2.625 -1.431
H -6.123 1.289 -0.902
H -2.915 -1.690 2.508
H -3.501 -2.809 1.266
H -4.582 -2.305 2.567
H -0.621 0.338 1.131
H 1.739 -2.912 1.875
H -0.292 -3.461 0.986
H -0.638 -1.740 1.088
H -1.154 -2.240 -1.173
H 0.200 -3.383 -1.330
H 1.577 1.250 -1.968
H 1.686 0.197 -3.391
H 0.380 1.392 -3.257
H 2.589 -0.570 -1.216
H 2.533 -2.039 -2.203
H 2.439 -3.455 -0.329
H 3.453 -2.137 0.269

Atomic forces in eV per Å
C 0.24 0.15 -0.07
O -0.49 -0.09 0.04
C -0.12 -0.28 0.09
C 0.18 -0.04 0.02
C -0.22 -0.03 0.03
C 0.19 0.04 0.15
C 0.02 -0.11 -0.22
O 0.05 0.30 0.17
N -0.23 -0.09 -0.26
C 0.02 0.32 0.09
C -0.71 -0.01 -0.36
C 0.08 -0.16 0.12
S 0.71 0.28 0.15
C -1.01 -0.26 -0.20
C 0.04 -0.21 0.07
N 0.74 0.02 0.36
C 0.20 -0.01 0.05
C 0.27 0.05 0.04
O -0.04 0.62 0.06
C 0.08 -0.65 -0.13
C 0.19 0.12 -0.13
C -0.40 -0.10 0.12
N -0.10 -0.26 0.13
C 0.34 0.14 -0.19
C -0.21 0.02 0.00
O -0.45 0.07 -0.09
C 0.44 0.00 -0.22
C -0.14 0.28 0.26
H -0.01 -0.02 -0.03
H -0.01 0.01 0.06
H -0.02 0.08 -0.03
H 0.10 0.01 -0.01
H -0.01 0.12 -0.01
H 0.18 0.09 0.05
H 0.00 -0.10 -0.17
H 0.00 0.03 0.16
H -0.11 0.18 -0.18
H 0.02 0.01 0.04
H 0.03 -0.07 0.03
H 0.02 -0.08 0.09
H -0.11 -0.09 0.03
H -0.06 0.09 -0.21
H -0.03 -0.02 0.06
H -0.05 -0.05 0.03
H 0.16 -0.12 -0.01
H -0.05 0.02 0.00
H 0.10 0.01 0.05
H 0.13 -0.01 -0.03
H -0.03 -0.02 0.02
H 0.00 -0.12 -0.05
H 0.04 0.09 0.08
H 0.00 -0.03 0.01
H 0.01 -0.09 -0.03

Calculated values
SMILES   COc1ccc(C(=O)NCc2csc(C)n2)cc1OC1CCN(C(C)=O)CC1
E   -1640.56606 Eh
Relative energy (zero: lowest compared OMol25 entry of this formula, charge and spin)   192.0 kJ/mol
LUMO energy   0.61 eV
HOMO   -8.489 eV
Kohn-Sham gap   0.334 hartree

***

Entry 3:
Below is the molecule C20H25N3O4S at a distorted geometry, with properties calculated with wB97M-V/def2-TZVPD.

CARTESIAN COORDINATES (ANGSTROEM)
C 8.160 1.892 0.788
C 7.999 0.531 0.119
O 6.970 0.522 -0.855
C 5.673 0.478 -0.480
C 5.209 0.333 0.828
C 3.847 0.281 1.073
C 2.951 0.375 0.030
S 1.198 0.285 0.336
O 0.521 1.331 -0.377
O 0.980 0.205 1.756
N 0.838 -1.156 -0.458
C 1.164 -2.350 0.294
C 0.116 -2.686 1.357
C -1.282 -2.718 0.743
C -1.557 -1.394 0.029
C -2.926 -1.370 -0.632
O -3.542 -2.366 -0.949
N -3.374 -0.118 -0.878
C -4.650 0.142 -1.506
C -5.641 0.756 -0.553
C -6.460 1.810 -0.938
C -7.360 2.324 -0.016
N -7.479 1.868 1.218
C -6.699 0.865 1.584
C -5.769 0.274 0.745
C -0.480 -1.192 -1.048
C 3.394 0.519 -1.274
C 4.746 0.571 -1.528
H 7.258 2.173 1.326
H 8.992 1.860 1.485
H 8.359 2.650 0.035
H 8.903 0.286 -0.445
H 7.833 -0.257 0.864
H 5.891 0.258 1.659
H 3.466 0.175 2.077
H 2.139 -2.179 0.756
H 1.255 -3.173 -0.424
H 0.355 -3.650 1.809
H 0.153 -1.918 2.132
H -1.368 -3.532 0.020
H -2.030 -2.884 1.520
H -1.473 -0.567 0.743
H -2.829 0.674 -0.575
H -4.512 0.788 -2.379
H -5.022 -0.834 -1.841
H -6.401 2.220 -1.935
H -8.016 3.144 -0.277
H -6.830 0.520 2.602
H -5.160 -0.549 1.084
H -0.618 -0.243 -1.569
H -0.514 -2.012 -1.773
H 2.668 0.596 -2.067
H 5.126 0.683 -2.531

Atomic forces in eV per Å
C -0.18 -0.30 -0.24
C 0.32 0.15 0.32
O -0.23 0.02 -0.20
C -0.27 -0.03 0.02
C 0.32 0.01 -0.08
C -0.21 0.02 0.04
C -0.59 -0.09 0.35
S 0.48 -0.18 -0.29
O 0.02 -0.06 -0.27
O 0.24 -0.15 -0.03
N 0.27 0.96 0.22
C 0.23 -0.34 0.54
C -0.02 -0.04 -0.14
C 0.00 0.19 0.13
C -0.07 -0.47 -0.22
C 0.44 0.20 0.27
O -0.13 -0.37 -0.04
N -0.17 0.45 -0.15
C -0.04 -0.15 -0.14
C -0.10 0.11 0.08
C 0.07 -0.18 0.11
C 0.02 0.09 -0.26
N -0.37 0.26 0.31
C 0.23 -0.28 0.03
C -0.07 0.11 -0.13
C -0.48 0.46 -0.11
C 0.17 0.05 -0.12
C 0.04 0.02 0.08
H -0.03 0.06 0.08
H 0.08 0.02 0.10
H 0.04 0.08 -0.04
H -0.13 -0.04 0.13
H 0.01 0.02 -0.12
H 0.08 0.01 0.05
H 0.03 -0.02 0.14
H 0.05 -0.23 -0.03
H 0.07 0.07 0.03
H 0.03 0.00 0.03
H 0.02 -0.13 0.04
H -0.08 -0.02 0.00
H -0.02 -0.07 -0.05
H -0.10 -0.01 -0.04
H 0.05 -0.10 0.06
H -0.07 -0.10 0.06
H 0.06 0.20 -0.04
H 0.01 0.07 -0.10
H -0.01 0.08 -0.11
H 0.06 -0.10 0.07
H 0.06 -0.08 0.08
H -0.14 -0.19 -0.12
H 0.03 0.03 0.04
H -0.02 0.00 -0.20
H 0.02 0.02 -0.12

Calculated values
SMILES   CCOc1ccc(S(=O)(=O)N2CCC[C@H](C(=O)NCc3ccncc3)C2)cc1
E   -1640.54526 Eh
Relative energy (zero: lowest compared OMol25 entry of this formula, charge and spin)   246.6 kJ/mol
LUMO energy   0.64 eV
HOMO   -9.011 eV
Kohn-Sham gap   0.355 hartree

***

Entry 4:
Below is the molecule C20H25N3O5, with properties calculated with wB97M-V/def2-TZVPD.

CARTESIAN COORDINATES (ANGSTROEM)
C 1.728 3.773 1.238
C 1.849 2.935 2.503
O 2.405 1.648 2.227
C 1.577 0.727 1.723
O 0.402 0.916 1.533
C 2.322 -0.541 1.363
C 2.733 -0.378 -0.110
C 3.253 -1.701 -0.684
N 2.384 -2.837 -0.493
C 1.328 -3.087 -1.458
C -0.061 -2.598 -1.034
O -0.836 -3.325 -0.452
N -0.299 -1.294 -1.353
C -1.246 -0.407 -0.874
C -1.137 0.957 -1.147
C -0.108 1.605 -1.908
O 0.805 1.022 -2.473
O -0.233 2.951 -1.930
C 0.760 3.647 -2.665
N -2.169 1.627 -0.529
C -2.927 0.734 0.151
C -4.063 0.952 0.927
C -4.662 -0.141 1.508
C -4.150 -1.431 1.322
C -3.032 -1.660 0.558
C -2.393 -0.569 -0.044
C 2.038 -3.013 0.901
C 1.430 -1.768 1.561
H 1.025 3.308 0.552
H 2.697 3.860 0.751
H 1.368 4.766 1.491
H 0.865 2.803 2.965
H 2.538 3.393 3.216
H 3.221 -0.615 1.981
H 1.878 -0.031 -0.688
H 3.516 0.379 -0.188
H 4.200 -1.948 -0.187
H 3.456 -1.582 -1.751
H 1.615 -2.651 -2.416
H 1.248 -4.176 -1.575
H 0.399 -0.815 -1.919
H 0.712 3.375 -3.721
H 1.755 3.404 -2.285
H 0.549 4.705 -2.533
H -2.267 2.627 -0.528
H -4.451 1.950 1.065
H -5.543 -0.005 2.118
H -4.651 -2.263 1.794
H -2.643 -2.655 0.421
H 2.961 -3.281 1.430
H 1.341 -3.848 0.982
H 0.444 -1.558 1.149
H 1.302 -1.958 2.628

Atomic forces in eV per Å
C 0.07 -0.33 0.22
C -0.34 0.36 -0.02
O 0.38 0.06 0.07
C 0.08 -0.34 0.07
O -0.06 0.08 0.04
C -0.26 0.07 -0.09
C 0.15 -0.26 0.02
C 0.07 0.30 -0.01
N -0.07 0.10 -0.14
C 0.03 -0.43 0.14
C 0.18 -0.07 -0.36
O -0.04 -0.06 0.16
N 0.30 0.21 -0.37
C 0.02 0.89 -0.17
C -0.10 -0.76 0.04
C 0.29 0.11 -0.17
O -0.15 0.17 0.00
O -0.37 -0.38 0.27
C 0.39 0.08 -0.27
N 0.02 0.29 0.00
C 0.13 -0.44 -0.03
C -0.21 0.02 0.15
C 0.04 0.29 -0.06
C 0.06 -0.23 -0.01
C -0.21 -0.15 0.16
C -0.13 0.26 0.07
C -0.07 -0.04 0.25
C 0.13 -0.05 -0.08
H -0.07 0.01 -0.08
H 0.08 0.06 -0.05
H -0.04 0.14 0.00
H 0.19 0.04 0.00
H -0.10 -0.08 -0.05
H -0.03 0.02 -0.02
H 0.05 0.03 0.02
H -0.02 0.07 -0.04
H 0.06 0.07 -0.07
H 0.07 -0.03 0.02
H 0.01 -0.02 -0.02
H -0.18 0.20 -0.10
H -0.09 -0.20 0.12
H 0.02 0.06 0.08
H -0.08 0.06 -0.04
H 0.00 -0.05 0.00
H -0.01 -0.09 0.01
H -0.06 0.09 0.03
H -0.06 0.04 0.04
H -0.02 -0.09 0.02
H 0.00 0.01 -0.01
H -0.04 -0.05 0.06
H 0.06 -0.03 0.07
H -0.01 0.00 0.08
H -0.07 0.00 0.03

Calculated values
SMILES   CCOC(=O)C1CCN(CC(=O)Nc2c(C(=O)OC)[nH]c3ccccc23)CC1
E   -1317.65221 Eh
Relative energy (zero: lowest compared OMol25 entry of this formula, charge and spin)   153.7 kJ/mol
LUMO energy   0.36 eV
HOMO   -7.603 eV
Kohn-Sham gap   0.293 hartree

***

- Look up the LUMO energy of the fourth one.
  0.36 eV

***

- The highest Kohn-Sham gap belongs to which entry?
  number 3

***

- Among the records above, which one has the highest LUMO energy?
  number 3

***

What did the first record say?
Below is a cluster of 2 separate species, C20H25N3O2S in total at a distorted geometry, with properties calculated with wB97M-V/def2-TZVPD.

CARTESIAN COORDINATES (ANGSTROEM)
C -5.782 -2.880 -0.574
N -5.152 -1.584 -0.578
C -5.967 -0.381 -0.510
C -4.929 0.767 -0.474
C -3.609 0.085 -0.478
C -3.813 -1.316 -0.562
C -2.715 -2.197 -0.692
C -1.439 -1.649 -0.771
C -1.190 -0.266 -0.452
C 0.102 0.311 -0.233
C 1.400 -0.287 -0.264
C 2.532 0.588 -0.406
C 3.799 0.079 -0.525
C 4.014 -1.329 -0.521
N 5.344 -1.588 -0.620
C 5.987 -2.881 -0.572
C 6.162 -0.387 -0.611
C 5.122 0.764 -0.600
C 2.922 -2.216 -0.390
C 1.665 -1.695 -0.142
C -2.333 0.602 -0.406
H -5.019 -3.660 -0.588
H -6.409 -2.984 0.325
H -6.438 -2.978 -1.450
H -6.632 -0.312 -1.379
H -6.599 -0.387 0.383
H -5.070 1.411 -1.348
H -5.075 1.389 0.414
H -2.891 -3.276 -0.758
H -0.614 -2.288 -1.079
H 0.121 1.389 -0.063
H 2.380 1.667 -0.402
H 5.230 -3.666 -0.575
H 6.647 -2.987 -1.441
H 6.606 -2.961 0.332
H 6.799 -0.354 0.279
H 6.820 -0.352 -1.483
H 5.236 1.365 -1.505
H 5.298 1.424 0.254
H 3.099 -3.302 -0.455
H 0.862 -2.361 0.177
H -2.208 1.680 -0.291
C -0.439 5.096 3.224
S -0.408 4.181 1.695
N -0.396 2.641 2.140
O -1.636 4.534 0.973
O 0.853 4.553 1.054
H -0.292 6.136 2.950
H -1.407 4.968 3.717
H 0.368 4.769 3.886
H -0.904 2.126 1.395

Atomic forces in eV per Å
C -0.10 0.13 -0.02
N 0.94 -0.29 0.07
C 0.21 0.32 0.05
C -0.91 0.62 0.00
C 1.32 -0.16 -0.10
C -0.63 0.24 0.02
C 0.28 0.01 -0.20
C -0.42 0.11 0.62
C 0.39 0.00 -0.41
C -0.07 -0.70 -0.56
C -0.09 -0.28 0.48
C 0.20 -0.22 0.05
C -0.89 -0.45 0.29
C 0.16 0.55 -0.19
N -0.46 -0.56 0.00
C -0.08 0.23 -0.02
C -0.34 0.41 0.11
C 0.83 0.51 -0.15
C 0.22 -0.50 0.18
C 0.03 0.47 -0.50
C -0.67 -0.30 0.30
H -0.23 0.03 0.00
H 0.20 -0.10 -0.15
H 0.19 -0.11 0.14
H 0.09 -0.09 0.04
H 0.05 -0.11 0.00
H 0.19 -0.02 0.16
H 0.12 -0.02 -0.13
H 0.26 0.48 -0.28
H -0.26 0.13 0.29
H -0.05 -0.10 -0.11
H -0.11 -0.16 0.02
H 0.25 0.02 -0.02
H -0.14 -0.14 0.09
H -0.14 -0.08 -0.08
H -0.05 -0.14 -0.01
H -0.07 -0.07 -0.02
H -0.16 0.03 0.09
H -0.15 -0.03 -0.14
H -0.24 0.62 0.39
H 0.33 0.18 -0.28
H 0.12 -0.17 0.07
C -0.07 -0.08 0.25
S 0.05 -2.16 -0.01
N -0.29 0.51 -0.61
O 0.30 0.25 -0.09
O -0.25 0.47 -0.09
H 0.00 0.10 0.00
H 0.18 -0.06 -0.18
H -0.11 -0.04 -0.24
H 0.10 0.70 0.86

Calculated values
E   -1489.93309 Eh
Relative energy (zero: lowest compared OMol25 entry of this formula, charge and spin)   486.3 kJ/mol
LUMO energy   -1.79 eV
HOMO   -6.140 eV
Kohn-Sham gap   0.160 hartree